[1]
# C18H62N10O13

A cluster of 13 separate species, C18H62N10O13 in total in a non-equilibrium geometry (ωB97M-V/def2-TZVPD, the OMol25 dataset).

## Properties
**Kohn-Sham gap**: 7.540 eV
**Calculated total energy**: -2248.5600 a.u.
**LUMO energy**: -0.7 eV
**Energy above the lowest of the compared OMol25 structures with the same formula, charge and spin**: 1.4 kcal per mole

XYZ file:
```
103
Properties=species:S:1:pos:R:3:lowdin_charge:R:1
C 3.003 0.854 3.258 -0.0687
C 2.319 0.102 4.416 -0.3221
O 3.278 -0.555 5.189 -0.0522
H 3.577 0.178 2.604 0.0359
H 3.612 1.735 3.590 0.1008
H 2.264 1.313 2.618 0.0420
H 1.622 -0.549 3.925 0.0742
H 1.706 0.836 4.964 0.1215
H 3.419 -1.422 4.783 0.0901
C -3.509 1.689 -0.766 -0.0594
C -3.405 2.480 0.562 -0.2788
O -4.685 2.472 1.166 -0.0895
H -4.101 2.219 -1.507 0.0811
H -3.890 0.674 -0.643 0.0568
H -2.560 1.553 -1.260 0.0287
H -2.857 3.369 0.526 0.0719
H -2.812 1.929 1.291 0.0604
H -5.065 1.563 1.126 0.1003
C -1.886 -3.385 2.631 -0.0764
C -0.546 -3.273 1.950 -0.3106
O 0.101 -2.153 2.558 -0.0838
H -2.600 -3.850 1.998 0.0723
H -2.256 -2.448 2.863 0.0220
H -1.710 -3.898 3.588 0.0953
H -0.835 -3.039 0.895 0.1088
H -0.141 -4.296 2.023 0.1187
H 1.003 -2.025 2.202 0.0906
C -2.131 0.300 3.341 -0.0812
C -1.052 1.237 3.807 -0.3443
O -1.011 2.515 3.237 -0.0710
H -1.984 0.118 2.285 0.0387
H -3.134 0.757 3.411 0.0940
H -2.072 -0.591 3.945 0.0713
H -0.064 0.748 3.621 0.0760
H -1.118 1.258 4.913 0.1186
H -1.846 3.004 3.403 0.1149
C -0.039 0.983 0.669 -0.0460
C -0.361 -0.092 -0.364 -0.2785
O -1.411 -0.791 0.219 -0.1156
H 0.317 0.628 1.630 0.0493
H -0.892 1.645 0.843 0.0568
H 0.746 1.692 0.345 0.0537
H 0.436 -0.754 -0.576 0.0754
H -0.683 0.343 -1.305 0.0845
H -1.153 -1.257 1.026 0.0347
C 2.832 3.552 -0.558 -0.7424
O 3.120 4.818 -0.403 -0.0734
N 3.198 2.685 0.326 0.1719
N 2.247 3.092 -1.597 0.1829
H 3.415 3.074 1.246 0.1222
H 2.975 1.674 0.201 0.1069
H 1.932 3.829 -2.233 0.1330
H 2.064 2.118 -1.926 0.0805
C 4.658 -1.112 -0.316 -0.5845
O 3.272 -0.939 -0.561 -0.1463
N 5.231 -0.822 0.814 0.1533
N 5.540 -1.485 -1.187 0.1518
H 4.564 -0.584 1.567 0.0791
H 6.254 -0.729 1.074 0.1637
H 5.364 -1.455 -2.201 0.1327
H 6.544 -1.732 -1.006 0.1468
C 1.259 -4.018 -1.220 -0.6223
O 0.485 -3.207 -2.014 -0.1238
N 1.084 -5.318 -1.240 0.1452
N 2.208 -3.610 -0.447 0.1704
H 0.419 -5.616 -1.998 0.1471
H 1.717 -6.035 -0.846 0.1286
H 2.357 -2.581 -0.307 0.0783
H 2.749 -4.194 0.239 0.1474
C -4.859 -2.773 -0.437 -0.6297
O -6.027 -3.462 -0.054 -0.1716
N -4.224 -2.035 0.403 0.1735
N -4.339 -2.729 -1.617 0.1569
H -4.363 -2.297 1.357 0.1050
H -3.375 -1.553 0.147 0.0766
H -4.604 -3.433 -2.350 0.1449
H -3.943 -1.898 -2.063 0.0553
C 1.913 -0.222 -3.649 -0.6661
O 1.355 0.597 -2.726 -0.1116
N 2.209 0.183 -4.828 0.1414
N 1.839 -1.510 -3.606 0.1445
H 2.054 1.208 -4.965 0.1407
H 2.271 -0.435 -5.683 0.1503
H 1.211 -1.920 -2.842 0.0748
H 2.628 -2.134 -3.946 0.1469
C -1.307 2.665 -3.418 -0.1679
O -2.034 3.669 -2.763 -0.1161
H -1.705 1.635 -3.345 0.0577
H -0.246 2.723 -2.996 0.0765
H -1.191 2.929 -4.477 0.0771
H -1.618 4.480 -3.052 0.0825
C -1.923 -1.292 -3.181 -0.1380
O -3.109 -0.641 -2.828 -0.1330
H -2.126 -2.056 -3.918 0.0877
H -1.507 -1.781 -2.310 0.0625
H -1.248 -0.566 -3.583 0.0653
H -3.350 -0.102 -3.566 0.0906
C -0.203 4.401 0.005 -0.1766
O 0.394 5.657 -0.309 -0.1249
H 0.306 3.874 0.872 0.0905
H -0.028 3.645 -0.705 0.0164
H -1.275 4.431 0.189 0.0634
H 1.368 5.549 -0.166 0.0444
```

---

[2]
# C3H3N2OS

A structure of composition C3H3N2OS in a non-equilibrium geometry (ωB97M-V/def2-TZVPD, the OMol25 dataset).

## Properties
**Kohn-Sham gap (spin up / spin down)**: 9.536 / 6.779 eV
**Net charge**: +1
**Calculated total energy**: -698.5550 a.u.
**LUMO energy (spin up / spin down)**: -6.5 / -9.4 eV
**Energy above the lowest of the compared OMol25 structures with the same formula, charge and spin**: 145.4 kcal per mole

XYZ file:
```
10
Properties=species:S:1:pos:R:3:lowdin_charge:R:1
C 4.291 0.219 0.282 0.0431
C 2.490 -0.552 -0.171 -0.5783
C -0.107 -0.194 0.106 -0.2348
N 3.715 -0.937 0.052 0.1718
N 3.639 1.336 0.116 0.1785
O 2.388 0.897 -0.115 -0.0258
S 1.107 -1.539 -0.132 1.2538
H -0.426 0.158 -0.865 0.0779
H 0.399 0.636 0.555 0.0497
H -0.894 -0.602 0.709 0.0640
```

---

[3]
# C6H13NO2

A cluster of 2 separate species, C6H13NO2 in total in a non-equilibrium geometry (ωB97M-V/def2-TZVPD, the OMol25 dataset).

## Properties
**Kohn-Sham gap**: 8.156 eV
**Calculated total energy**: -441.5419 a.u.
**LUMO energy**: 0.7 eV
**Energy above the lowest of the compared OMol25 structures with the same formula, charge and spin**: 86.7 kcal per mole

XYZ file:
```
22
Properties=species:S:1:pos:R:3:lowdin_charge:R:1
C -0.292 0.974 0.748 -0.2446
C 1.477 0.001 1.171 -0.1170
C -1.781 -0.966 0.057 -0.0338
C 2.059 -0.556 -0.014 -0.1616
C -0.177 0.140 -1.502 -0.4592
C -0.851 0.168 -0.280 -0.2426
N -0.921 1.162 1.999 0.0436
O -0.626 -0.636 -2.573 0.0468
O 0.322 1.340 -1.962 0.0583
H 0.870 1.159 -2.736 0.1156
H -0.612 -1.564 -2.320 0.1034
H 0.190 1.878 0.398 0.1248
H -1.635 0.490 2.240 0.0620
H -1.213 2.111 2.175 0.0793
H 1.046 -0.680 1.895 0.0704
H 1.956 0.868 1.610 0.0740
H -2.457 -0.718 0.879 0.0684
H -2.411 -1.218 -0.795 0.0792
H -1.244 -1.876 0.358 0.0924
H 2.819 0.051 -0.501 0.0730
H 2.336 -1.607 0.046 0.0707
H 1.144 -0.518 -0.893 0.0969
```

---

What is the energy above the lowest of the compared OMol25 structures with the same formula, charge and spin in the third record?
86.7 kcal per mole

---

What is the energy above the lowest of the compared OMol25 structures with the same formula, charge and spin in the third record?
86.7 kcal per mole